(1)
ORCA calculation (ωB97M-V with the def2-TZVPD basis set) on an isolated molecule of C24H23N3O5 at a distorted geometry.

XYZ file:
```
55
Properties=species:S:1:pos:R:3:forces:R:3
C -8.505558 -0.304918 0.073292 0.5 0.0 0.0
C -7.148482 -0.949269 -0.137686 -0.3 -0.4 -0.2
H -7.072517 -1.902757 0.398464 0.0 0.1 -0.1
H -6.956975 -1.142404 -1.199271 0.0 0.0 0.2
O -6.145303 -0.062259 0.357098 -0.1 0.3 0.1
C -4.873663 -0.415306 0.125640 0.1 -0.2 0.0
O -4.563565 -1.425964 -0.450981 0.0 0.0 0.0
C -3.935372 0.570881 0.726753 0.2 0.0 -0.1
C -4.136562 0.983638 2.036700 0.1 0.0 -0.2
C -3.242546 1.839718 2.652990 0.1 0.0 0.1
C -2.142699 2.292871 1.946244 -0.1 0.0 0.1
C -1.939640 1.912974 0.631684 0.1 0.0 -0.3
C -2.832800 1.051224 -0.001487 -0.2 0.0 0.3
O -2.759525 0.677844 -1.296365 -0.2 0.2 0.1
C -1.601694 0.972946 -2.049529 0.2 0.0 -0.3
C -0.310869 0.430287 -1.482424 -0.3 -0.3 0.1
C 0.845780 1.180946 -1.521991 0.2 -0.2 0.1
C 2.052097 0.692496 -1.014315 -0.6 -0.5 0.1
C 2.064801 -0.579629 -0.439450 0.0 0.4 -0.2
C 0.919244 -1.342741 -0.392021 -0.3 -0.2 0.0
C -0.279916 -0.861615 -0.921911 0.3 0.3 -0.1
O -1.436333 -1.543501 -0.950068 0.1 0.3 -0.2
C -1.540473 -2.793428 -0.314457 -0.1 -0.3 0.1
H -0.930217 -3.551462 -0.816424 0.0 0.0 0.0
H -2.595141 -3.052310 -0.391157 0.1 0.0 0.1
H -1.255427 -2.731985 0.740350 0.0 0.0 0.0
H 0.957362 -2.325233 0.051012 0.0 -0.1 0.0
H 2.990590 -0.954416 -0.032711 0.1 -0.1 0.1
C 3.248317 1.494998 -1.089168 0.8 0.5 -0.1
N 4.367537 1.054142 -0.669968 -0.7 -0.4 0.2
N 5.462135 1.819574 -0.765577 0.0 1.1 -0.5
C 6.698931 1.451555 -0.313896 0.0 0.1 0.0
O 7.619471 2.242082 -0.354831 0.0 -0.1 0.1
C 6.833678 0.069605 0.224366 0.2 -0.4 0.2
C 6.219917 -1.038403 -0.351388 0.2 0.0 0.1
C 6.445149 -2.280119 0.222997 -0.1 0.1 -0.3
N 7.210019 -2.470104 1.283826 0.1 -0.4 0.2
C 7.805247 -1.417685 1.818353 0.1 0.3 0.1
C 7.659364 -0.130406 1.327691 -0.2 0.1 -0.2
H 8.165973 0.707789 1.779759 0.1 0.1 0.0
H 8.430055 -1.620538 2.678240 0.1 0.1 0.1
H 5.989424 -3.171884 -0.187864 -0.1 0.0 -0.1
H 5.593010 -0.939971 -1.222159 0.0 -0.1 0.0
H 5.388439 2.771828 -1.138676 0.1 -0.3 0.2
H 3.154454 2.495256 -1.531410 0.1 0.0 0.0
H 0.817890 2.169495 -1.960856 0.0 0.1 0.0
H -1.511251 2.057955 -2.203409 0.0 -0.1 0.0
H -1.800745 0.500165 -3.017730 0.0 0.1 0.1
H -1.078803 2.289897 0.103999 0.0 0.0 -0.1
H -1.433760 2.958169 2.416712 0.1 0.1 0.0
H -3.400486 2.147727 3.674851 0.0 0.0 0.1
H -4.996319 0.612108 2.573034 -0.1 0.0 0.0
H -9.285347 -0.964996 -0.295611 -0.1 -0.1 0.0
H -8.556885 0.640473 -0.459868 -0.1 0.1 -0.1
H -8.670013 -0.115349 1.130579 -0.1 0.0 0.1
```
Positions in Å, forces in eV/Å.

Calculated values
- Orbital gap: 8.35 eV
- E_tot: -1468.80027 a.u.
- Net charge: 0
- Structure (SMILES): CCOC(=O)c1ccccc1OCc1cc(/C=N/NC(=O)c2ccncc2)ccc1OC
- ΔE to the lowest compared entry with this formula, charge and spin: 54.2 kcal/mol
- 2S+1: 1
- M: 433.46 g mol⁻¹

Mulliken charges in e: -1.22 -0.17 0.27 0.30 -0.29 0.30 -0.60 0.44 -0.50 -0.69 -0.76 -0.60 1.09 -0.30 -1.08 0.59 -0.53 0.33 -1.11 -0.72 0.98 -0.35 -1.06 0.39 0.22 0.43 0.45 0.56 -0.25 -0.06 -0.25 0.04 -0.62 0.64 -0.09 -0.45 -0.61 -0.34 -0.40 0.42 0.37 0.38 0.49 0.25 0.38 0.34 0.40 0.36 0.36 0.41 0.41 0.46 0.39 0.30 0.32

=====

(2)
ORCA calculation (ωB97M-V with the def2-TZVPD basis set) on an isolated molecule of C24H23N3O8 at a distorted geometry.

XYZ file:
```
58
Properties=species:S:1:pos:R:3:forces:R:3
C -0.222327 -0.670671 3.164643 0.1 0.2 0.2
H -1.152897 -0.659113 3.729858 0.1 0.0 0.0
O -0.401604 -1.642423 2.165815 0.1 -0.3 -0.4
C 0.613038 -1.858863 1.281627 -0.2 -0.2 -0.1
C 1.836396 -1.211386 1.315146 0.1 -0.1 0.0
C 2.800628 -1.514104 0.358483 -0.3 -0.4 -0.1
C 2.539195 -2.471288 -0.608955 0.1 0.1 0.0
C 1.309882 -3.116283 -0.673129 -0.1 0.0 0.0
C 0.326227 -2.811081 0.280137 -0.2 0.0 0.2
O -0.937459 -3.316163 0.342409 0.4 0.4 0.0
C -1.238263 -4.568178 -0.232155 -0.2 -0.4 -0.2
H -0.512533 -5.330216 0.061059 0.0 0.0 0.0
H -2.219574 -4.832322 0.162231 0.1 0.0 0.0
H -1.284063 -4.515594 -1.321817 0.0 0.0 0.1
O 0.999956 -4.031831 -1.643762 -0.2 0.3 0.4
C 2.006987 -4.413753 -2.550503 0.2 -0.1 -0.2
H 2.323474 -3.574925 -3.177849 0.0 0.0 0.0
H 2.876450 -4.832022 -2.035159 0.0 0.0 0.0
H 1.554425 -5.180772 -3.177604 0.1 0.1 0.0
H 3.320820 -2.683880 -1.318826 0.1 -0.1 -0.1
C 4.130238 -0.845642 0.326370 0.0 0.2 0.2
O 5.134499 -1.391897 -0.089369 0.1 -0.2 -0.2
N 4.129601 0.423266 0.813725 -0.1 0.0 0.2
H 3.252920 0.910351 0.928739 0.1 -0.3 -0.1
C 5.313787 1.233573 0.777394 0.4 -0.2 0.2
C 5.265018 2.530194 -0.007904 0.0 -0.2 0.1
O 6.270851 3.164037 -0.240728 0.1 -0.1 0.1
N 4.065372 3.045970 -0.421531 0.1 1.1 -0.7
N 2.841974 2.518126 -0.262768 -0.8 -0.2 0.2
C 1.830468 3.172924 -0.680175 0.8 0.3 0.0
C 0.483181 2.659966 -0.571557 -0.7 -0.2 0.0
C -0.602183 3.516983 -0.756511 0.4 -0.3 0.1
C -1.902357 3.061926 -0.650692 -0.4 0.0 0.0
C -2.132824 1.721105 -0.363862 0.5 0.3 0.0
C -1.057490 0.845613 -0.198217 -0.4 0.1 0.0
C 0.233063 1.310766 -0.299916 0.0 0.3 -0.1
H 1.063122 0.631469 -0.189736 0.0 -0.1 0.0
H -1.263923 -0.193076 0.006996 0.0 -0.2 0.0
O -3.369676 1.128299 -0.249368 0.1 -0.3 0.0
C -4.543558 1.782235 -0.201642 -0.1 0.4 0.0
O -4.700051 2.978461 -0.236682 0.0 -0.4 0.0
C -5.646510 0.828129 -0.087274 -1.0 0.5 0.0
C -6.999189 1.069324 -0.004133 1.0 0.1 -0.1
C -7.612771 -0.193331 0.091608 0.3 -0.5 0.0
C -6.594630 -1.105041 0.060056 -0.9 0.1 0.1
O -5.412812 -0.501447 -0.047541 0.6 -0.1 0.0
H -6.597772 -2.176771 0.106380 0.1 -0.1 0.0
H -8.659986 -0.399074 0.172588 -0.2 -0.1 0.0
H -7.467474 2.031524 -0.012505 0.0 0.2 0.0
H -2.726487 3.741781 -0.787416 0.0 0.0 0.0
H -0.427487 4.559849 -0.977637 0.0 0.1 0.0
H 1.946912 4.163645 -1.135477 0.1 0.0 0.0
H 4.151214 3.943339 -0.911170 0.1 -0.3 0.2
H 5.618973 1.511492 1.796655 0.0 0.0 -0.2
H 6.116451 0.618274 0.353253 -0.1 0.2 0.1
H 2.058467 -0.506867 2.099362 0.0 0.1 0.1
H -0.049408 0.322143 2.734592 0.0 0.0 0.0
H 0.602927 -0.927385 3.837270 0.0 0.0 0.0
```
Positions in Å, forces in eV/Å.

Calculated values
- Orbital gap: 8.14 eV
- E_tot: -1694.49582 a.u.
- Net charge: 0
- Structure (SMILES): COc1cc(C(=O)NCC(=O)N/N=C/c2ccc(OC(=O)c3ccco3)cc2)cc(OC)c1OC
- ΔE to the lowest compared entry with this formula, charge and spin: 2.9 kcal/mol
- 2S+1: 1
- M: 481.46 g mol⁻¹

Mulliken charges in e: -0.88 0.26 -0.44 0.22 -0.63 -0.04 -0.60 0.98 0.99 -0.44 -0.92 0.34 0.28 0.27 -0.42 -0.98 0.36 0.39 0.25 0.58 -0.17 -0.70 -0.17 0.48 -0.60 0.25 -0.65 -0.38 0.03 -0.47 0.07 -0.76 -0.98 0.26 -0.15 0.02 0.46 0.65 -0.17 0.56 -0.64 0.17 -0.50 -0.46 -0.37 -0.22 0.46 0.45 0.54 0.48 0.35 0.35 0.24 0.28 0.46 0.61 0.31 0.37

=====

(3)
ORCA calculation (ωB97M-V with the def2-TZVPD basis set) on an isolated molecule of C24H23N5O4 at a distorted geometry.

XYZ file:
```
56
Properties=species:S:1:pos:R:3:forces:R:3
O 3.980186 -1.008987 0.318593 0.6 2.1 -2.6
C 3.481607 -1.679444 1.113567 -0.1 -4.5 4.6
N 2.053712 -1.954326 1.400281 14.9 -2.4 5.1
C 1.972189 -2.754412 2.507294 13.5 3.5 -2.6
O 1.004771 -3.156910 2.744377 -14.8 -6.8 5.5
C 3.425881 -3.066579 3.206490 -5.0 1.7 -0.1
H 3.576804 -4.056977 3.379269 -0.5 -3.1 0.2
C 4.357555 -2.564132 2.248304 1.3 5.8 -0.7
H 5.109158 -3.231702 1.838174 -0.2 0.1 -0.3
C 5.057412 -1.396840 3.193908 -2.1 -3.5 4.4
C 5.676560 -2.352147 4.415853 4.1 4.3 -6.8
C 4.868779 -3.009432 5.091777 -10.2 12.0 -9.7
H 5.144905 -3.566416 5.649250 4.9 -12.8 12.7
C 3.440978 -2.385206 4.617508 8.3 1.6 -4.3
H 2.698006 -2.625807 5.166204 -5.4 -1.1 3.7
C 3.930092 -0.892491 4.189605 -3.3 -4.4 -5.2
H 4.248962 -0.208652 4.835600 1.4 2.3 3.2
H 3.129646 -0.421730 3.561522 0.2 -0.2 0.6
H 6.698813 -2.437411 4.231507 1.8 -0.6 0.7
H 5.614380 -0.598269 2.841525 1.5 1.0 -1.1
C 1.217536 -1.535612 0.631195 -11.7 6.2 6.8
C 0.107264 -0.813556 1.462973 -2.7 0.1 -7.7
C -1.014099 -0.323713 0.567650 4.0 -1.8 1.3
C -0.929304 -0.382150 -0.774438 0.2 -4.5 -9.2
N -2.152964 -0.453076 -1.773172 11.0 2.0 -0.5
C -1.939128 -0.061945 -3.209944 1.5 0.8 0.1
H -0.886783 0.640169 -3.488816 -3.4 -1.2 1.4
C -3.284270 0.466207 -3.725025 7.4 8.2 -1.4
N -3.591023 1.617493 -2.824299 -1.7 -3.1 1.7
C -3.410531 2.955873 -3.181521 -2.5 -5.9 4.3
N -2.808464 3.046863 -4.261235 4.9 4.3 -7.2
C -2.442920 4.270642 -4.687890 -5.0 1.5 7.0
C -2.956402 5.480762 -3.864169 7.0 2.4 -9.1
C -3.543688 5.223219 -2.806521 -4.9 -4.1 6.8
C -3.853253 3.915567 -2.392331 -3.4 2.0 4.3
H -4.698140 3.671097 -1.393911 3.1 0.9 -3.4
H -4.057380 5.892824 -2.244147 -0.8 2.6 1.7
H -2.677755 6.678894 -4.018601 -0.6 -3.5 -0.4
H -1.918283 4.497007 -5.480101 2.7 0.3 -4.3
C -4.097051 1.067047 -1.411249 3.1 4.6 -1.9
H -5.158753 1.152950 -1.552736 -0.6 -1.1 0.7
H -3.725226 1.917485 -0.588262 -1.3 -2.5 -2.3
C -3.293985 -0.253376 -1.250846 -10.0 -1.1 -2.5
H -3.334999 -0.429870 -0.276296 -0.2 -1.4 4.1
H -3.867581 -1.191071 -1.793356 -0.5 2.1 1.6
H -3.957405 -0.148508 -4.069800 -4.0 -3.4 -0.9
H -2.863289 1.108930 -4.814403 -1.5 -2.1 3.1
H -1.662054 -0.920588 -3.766350 0.1 -1.4 -0.5
C 0.146803 -1.105341 -1.529780 1.7 2.2 6.9
C 1.312782 -1.516391 -0.590515 -3.4 0.9 -14.6
H 2.096182 -1.920482 -1.222250 0.4 -0.2 0.8
H 0.281079 -1.116061 -2.594633 -0.3 -0.2 -0.1
N -2.036504 0.491336 1.038809 1.2 6.2 5.7
O -2.117006 0.354367 2.291009 -1.8 -0.5 -1.6
O -2.282960 1.683153 0.571062 0.6 -4.2 0.3
H -0.070846 -0.592275 2.473289 0.6 -0.3 1.3
```
Positions in Å, forces in eV/Å.

Calculated values
- Orbital gap: 6.11 eV
- E_tot: -1502.25838 a.u.
- Net charge: 0
- Structure (SMILES): O=C1[C@@H]2[C@H](C(=O)N1c1ccc(N3CCN(c4ccccn4)CC3)c([N+](=O)[O-])c1)[C@H]1C=C[C@@H]2C1
- ΔE to the lowest compared entry with this formula, charge and spin: 521.4 kcal/mol
- 2S+1: 1
- M: 445.48 g mol⁻¹

Mulliken charges in e: -0.49 -0.12 0.25 -0.25 -0.36 -0.32 0.89 -0.11 0.43 -0.55 -0.36 -1.51 1.08 -0.47 0.82 -0.94 0.54 0.16 0.46 0.66 0.30 -0.80 0.38 0.24 0.47 -0.56 0.30 -1.30 0.06 0.55 -0.27 -0.65 -0.22 -0.61 0.02 0.09 0.45 0.18 0.54 -0.44 0.37 0.36 -1.90 1.11 0.23 0.51 0.37 0.51 -0.98 -0.21 0.41 0.36 1.06 -0.70 -0.59 0.55

=====

(4)
ORCA calculation (ωB97M-V with the def2-TZVPD basis set) on a structure of composition C24H23N6O5RhS.

XYZ file:
```
60
Properties=species:S:1:pos:R:3:forces:R:3
Rh 0.690280 0.465508 0.253652 0.0 -0.2 0.2
C 1.679242 -1.444470 7.305934 0.0 0.0 0.0
C 0.836251 -1.294716 6.071232 0.0 -0.1 0.0
C 0.463835 -2.414782 5.324781 0.0 0.0 0.0
C -0.330205 -2.288855 4.201685 0.0 0.0 0.0
C -0.761314 -1.024475 3.811118 0.1 -0.1 0.1
C -0.408297 0.099484 4.536245 0.1 0.0 0.0
C 0.392534 -0.044725 5.661940 0.0 0.1 0.0
S -1.703684 -0.853921 2.333656 0.0 0.2 -0.1
O -2.094905 0.525221 2.229924 0.0 -0.1 0.0
O -2.691347 -1.897290 2.311048 0.0 0.0 0.0
N -0.585570 -1.126611 1.164129 -0.1 0.1 -0.1
C -0.550965 -2.351818 0.574778 0.4 0.0 0.3
C -1.376518 -2.320761 -1.155305 0.1 -0.1 -0.6
O -1.669166 -3.452147 -1.391451 -0.1 -0.2 0.1
O -1.301860 -1.202206 -1.585144 0.0 0.3 0.1
H 2.321667 -2.322143 7.244211 0.0 0.0 0.0
H 1.048490 -1.559906 8.189264 0.0 0.0 0.0
H 2.308028 -0.569355 7.464759 0.0 0.0 0.0
H 0.808572 -3.395634 5.629289 0.0 0.0 0.0
H -0.610917 -3.161480 3.627439 0.0 0.0 0.0
H -0.739389 1.074732 4.210948 0.0 0.0 0.0
H 0.692354 0.836804 6.213406 0.0 0.0 0.0
H -1.100041 -3.163688 1.039244 -0.1 0.0 0.0
H 0.428007 -2.612044 0.171147 -0.1 -0.1 -0.1
C 3.641703 -1.619485 2.575672 0.0 0.0 0.0
C 4.609197 -1.946399 1.600618 0.0 0.0 0.1
C 4.369588 -1.662137 0.288201 -0.1 0.0 0.0
C 3.145780 -1.063948 -0.086532 0.0 0.0 -0.1
N 2.222895 -0.754552 0.874810 -0.2 0.2 0.1
C 2.490366 -1.004563 2.171544 0.0 0.0 -0.1
C 2.750641 -0.751658 -1.413722 0.1 -0.1 0.1
C 3.392544 -1.204794 -2.587277 -0.1 0.0 0.1
C 2.899411 -0.855785 -3.808569 0.0 0.0 -0.1
C 1.729936 -0.061772 -3.895722 0.0 0.0 0.0
C 1.127158 0.335311 -2.740785 0.1 -0.1 0.1
N 1.634317 0.044120 -1.518420 -0.2 0.0 -0.2
H 3.788235 -1.833769 3.623126 0.0 0.0 0.0
H 5.545425 -2.404416 1.889955 0.0 0.0 0.0
H 5.115068 -1.871035 -0.465020 0.0 0.0 0.0
H 1.724914 -0.712954 2.878490 0.0 0.0 0.0
H 4.255937 -1.848190 -2.507479 0.0 0.0 0.0
H 3.385226 -1.209669 -4.707950 0.0 0.0 0.0
H 1.295782 0.212626 -4.844720 0.0 0.0 0.0
H 0.203618 0.893619 -2.737927 0.0 0.0 0.0
O 1.912521 2.336936 3.833353 0.1 0.0 0.2
C 1.531823 2.036722 2.760232 0.1 0.0 -0.1
N 1.127477 1.804297 1.661360 -0.1 0.0 0.0
C 0.871525 3.599137 -1.103910 0.1 0.0 0.0
C -0.471837 2.970369 -1.019860 0.1 0.1 0.1
N -0.757137 1.777804 -0.531575 0.0 -0.1 0.0
C -2.119864 1.595042 -0.649479 0.0 0.0 0.0
C -2.658160 2.695594 -1.221014 0.0 0.0 0.0
N -1.603695 3.556078 -1.452755 0.0 -0.1 0.0
H 1.549649 3.116881 -0.402771 0.0 0.0 0.0
H 0.815072 4.654567 -0.837795 0.0 0.0 0.0
H 1.286401 3.512537 -2.109652 0.0 0.0 0.0
H -2.599435 0.699413 -0.309951 0.0 -0.1 0.0
H -3.670159 2.947259 -1.475907 0.0 0.0 0.0
H -1.660177 4.473177 -1.860023 0.0 0.0 0.0
```
Positions in Å, forces in eV/Å.

Calculated values
- Orbital gap (spin up / spin down): 5.39 / 7.57 eV
- ⟨S²⟩: 6.031
- E_tot: -2141.79662 a.u.
- Net charge: 0
- ΔE to the lowest compared entry with this formula, charge and spin: 22.2 kcal/mol
- 2S+1: 5
- M: 610.46 g mol⁻¹

Mulliken charges in e: 0.48 -1.62 0.97 -0.89 -0.41 -0.45 -0.24 -0.62 1.29 -0.71 -0.77 0.60 -1.13 0.65 -0.57 -0.42 0.38 0.34 0.39 0.38 0.40 0.66 0.36 0.41 0.42 -1.32 -0.51 -1.14 0.58 1.09 -0.13 0.72 -1.09 -0.39 -1.10 -0.34 0.25 0.54 0.42 0.38 0.41 0.34 0.42 0.43 0.56 -0.60 0.65 -0.73 -1.33 0.52 1.06 -0.72 -0.87 -0.10 0.20 0.49 0.29 0.47 0.41 0.19